{"formula": "C3H2Cl2O", "method": "ωB97M-V/def2-TZVPD", "species": ["O", "C", "C", "C", "Cl", "Cl", "H", "H"], "positions_angstrom": [[-0.275649, 0.793804, -1.264181], [-1.036439, 0.532890, -0.219965], [-0.402723, -0.307437, 0.668999], [0.832904, -0.427597, -0.047192], [1.254512, -1.699375, -1.169494], [2.161283, 0.509784, 0.468697], [-2.017874, 1.177051, -0.077738], [-0.516013, -0.579121, 1.640874]], "forces_ev_per_angstrom": [[0.31, -1.25, 1.64], [-0.73, 1.43, 0.66], [-0.79, 1.19, -3.00], [0.10, 0.85, -2.13], [-0.17, 0.49, 0.74], [0.11, -0.34, -0.08], [1.75, -1.72, -0.33], [-0.58, -0.66, 2.52]], "charge": 0, "lumo_ev": -0.9, "largest_force_ha_per_bohr": 0.0646, "e_above_lowest_kcal_mol": 73.4}